No. 1
{
  "formula": "C5H11NO",
  "method": "the ωB97M-V functional and the def2-TZVPD basis",
  "smiles": "C/C=C(C)/N=C\\O.[H][H]",
  "relative_energy_kj_mol": 247.3,
  "e_tot_ha": -327.03716,
  "spin_multiplicity": 1,
  "e_lumo_ev": 0.88,
  "e_homo_ha": -0.315,
  "symbols": ["C", "C", "C", "C", "N", "C", "O", "H", "H", "H", "H", "H", "H", "H", "H", "H", "H", "H"],
  "coordinates": [[1.922, -0.373, -1.144], [0.485, -0.033, -0.871], [-0.129, -0.119, 0.320], [0.508, -0.693, 1.563], [-1.293, 0.641, 0.578], [-2.452, 0.321, 0.198], [-2.831, -0.814, -0.413], [2.420, -0.814, -0.277], [2.035, -1.052, -1.996], [2.472, 0.546, -1.398], [-0.043, 0.469, -1.681], [0.935, -1.685, 1.385], [1.311, -0.036, 1.916], [-0.231, -0.772, 2.364], [-3.291, 0.997, 0.355], [-2.029, -1.352, -0.524], [0.423, 2.371, -0.385], [-0.213, 2.396, 0.009]]
}

=====

No. 2
{
  "formula": "C42H37BrCl2EuN5O3S",
  "method": "the ωB97M-V functional and the def2-TZVPD basis",
  "relative_energy_kj_mol": 7.3,
  "s2": 12.011,
  "e_tot_ha": -6725.26314,
  "spin_multiplicity": 7,
  "e_lumo_ev": [-0.54, -0.54],
  "e_homo_ha": [-0.283, -0.283],
  "symbols": ["Eu", "C", "C", "C", "C", "C", "C", "N", "C", "C", "C", "C", "C", "N", "C", "C", "C", "C", "C", "C", "N", "H", "H", "H", "H", "H", "H", "H", "H", "H", "H", "H", "H", "H", "H", "H", "Cl", "C", "C", "C", "Cl", "C", "O", "C", "C", "O", "C", "H", "H", "H", "C", "C", "N", "C", "C", "C", "S", "N", "C", "O", "C", "C", "C", "C", "C", "C", "H", "H", "H", "H", "H", "H", "H", "H", "H", "H", "H", "H", "H", "H", "H", "Br", "C", "C", "C", "C", "C", "C", "H", "H", "H", "H"],
  "coordinates": [[0.651, -0.136, -0.825], [2.253, 2.072, 2.121], [1.411, 0.926, 2.602], [0.751, 1.017, 3.823], [0.021, -0.061, 4.280], [0.016, -1.229, 3.539], [0.699, -1.253, 2.333], [1.334, -0.178, 1.844], [0.774, -2.499, 1.516], [0.449, -3.734, 2.059], [0.572, -4.860, 1.266], [1.026, -4.729, -0.032], [1.337, -3.463, -0.511], [1.198, -2.377, 0.253], [1.853, -3.253, -1.894], [1.824, -4.271, -2.829], [2.323, -4.029, -4.096], [2.870, -2.794, -4.366], [2.856, -1.812, -3.381], [3.418, -0.453, -3.677], [2.325, -2.031, -2.172], [2.346, 2.827, 2.902], [1.806, 2.535, 1.242], [3.245, 1.710, 1.852], [0.808, 1.934, 4.394], [-0.531, -0.003, 5.210], [-0.546, -2.085, 3.884], [0.127, -3.822, 3.086], [0.326, -5.837, 1.663], [1.148, -5.601, -0.655], [1.382, -5.230, -2.602], [2.279, -4.797, -4.857], [3.287, -2.568, -5.340], [4.102, -0.495, -4.524], [3.946, -0.074, -2.808], [2.611, 0.242, -3.917], [4.015, 6.223, -3.747], [3.126, 4.780, -3.348], [1.890, 4.546, -3.981], [1.170, 3.422, -3.695], [-0.342, 3.127, -4.477], [1.631, 2.443, -2.757], [0.970, 1.378, -2.538], [2.876, 2.730, -2.125], [3.401, 1.847, -1.133], [2.851, 0.852, -0.657], [3.611, 3.892, -2.441], [1.509, 5.263, -4.696], [4.404, 2.107, -0.755], [4.560, 4.075, -1.948], [-2.393, 2.803, 4.363], [-2.855, 3.424, 3.050], [-1.837, 3.425, 1.992], [-1.199, 4.710, 1.733], [-0.320, 5.172, 2.890], [-1.600, 2.303, 1.270], [-0.517, 2.372, -0.066], [-2.337, 1.253, 1.668], [-2.161, 0.003, 1.260], [-1.228, -0.458, 0.567], [-3.154, -0.988, 1.794], [-4.227, -0.593, 2.587], [-5.104, -1.538, 3.096], [-4.916, -2.887, 2.820], [-3.845, -3.288, 2.030], [-2.972, -2.341, 1.519], [-3.179, 2.893, 5.117], [-1.497, 3.299, 4.742], [-2.174, 1.748, 4.208], [-3.142, 4.465, 3.205], [-3.727, 2.886, 2.685], [-1.982, 5.448, 1.541], [-0.607, 4.620, 0.831], [-0.902, 5.403, 3.784], [0.222, 6.075, 2.600], [0.411, 4.399, 3.141], [-4.359, 0.459, 2.802], [-5.940, -1.224, 3.710], [-5.605, -3.622, 3.217], [-3.699, -4.338, 1.807], [-2.139, -2.634, 0.896], [-1.902, -4.745, -5.668], [-1.462, -3.418, -4.370], [-0.873, -2.234, -4.776], [-0.511, -1.303, -3.804], [-0.653, -1.525, -2.424], [-1.320, -2.715, -2.097], [-1.729, -3.659, -3.034], [-0.704, -2.038, -5.829], [-0.075, -0.368, -4.152], [-1.530, -2.943, -1.053], [-2.228, -4.572, -2.729]]
}

=====

No. 3
{
  "formula": "CHN4O2",
  "method": "the ωB97M-V functional and the def2-TZVPD basis",
  "relative_energy_kj_mol": 0.0,
  "total_charge": -1,
  "s2": 2.029,
  "e_tot_ha": -408.09221,
  "spin_multiplicity": 3,
  "e_lumo_ev": [4.50, 2.35],
  "e_homo_ha": [-0.109, -0.181],
  "symbols": ["C", "N", "N", "N", "N", "O", "O", "H"],
  "coordinates": [[1.544, -0.205, 0.933], [-1.072, 0.616, -1.207], [-0.070, 0.768, -0.455], [-1.852, -0.208, -0.610], [0.308, -0.252, 0.114], [2.424, -0.006, 0.121], [1.438, -0.344, 2.131], [-2.720, -0.369, -1.027]]
}

=====

No. 4
{
  "formula": "C26H43N4O7PS2",
  "method": "the ωB97M-V functional and the def2-TZVPD basis",
  "smiles": "CCCCCCC[C@@](C#N)(Cc1ccc(C)cc1)[C@](C#N)(OC#N)[PH2]=N.CCOS(C)(=O)=O.CCOS(C)(=O)=O",
  "relative_energy_kj_mol": 72.7,
  "e_tot_ha": -2899.75637,
  "spin_multiplicity": 1,
  "e_lumo_ev": 0.02,
  "e_homo_ha": -0.335,
  "symbols": ["C", "C", "C", "C", "C", "C", "C", "C", "C", "N", "C", "C", "C", "C", "C", "C", "C", "C", "C", "C", "N", "O", "C", "N", "P", "N", "H", "H", "H", "H", "H", "H", "H", "H", "H", "H", "H", "H", "H", "H", "H", "H", "H", "H", "H", "H", "H", "H", "H", "H", "H", "H", "H", "C", "C", "O", "S", "C", "O", "O", "H", "H", "H", "H", "H", "H", "H", "H", "C", "C", "O", "S", "C", "O", "O", "H", "H", "H", "H", "H", "H", "H", "H"],
  "coordinates": [[2.878, -1.009, 3.274], [2.540, -1.068, 1.755], [1.003, -0.872, 1.465], [0.853, 0.361, 0.530], [-0.329, 0.274, -0.495], [0.122, 0.449, -1.979], [0.861, 1.788, -2.227], [1.881, 1.762, -3.402], [1.061, 1.442, -4.634], [0.493, 1.238, -5.623], [2.409, 3.209, -3.619], [2.981, 3.896, -2.372], [3.801, 3.326, -1.409], [4.247, 4.013, -0.284], [3.892, 5.344, -0.095], [4.363, 6.117, 1.134], [3.096, 5.940, -1.075], [2.640, 5.243, -2.181], [2.997, 0.642, -3.279], [2.559, -0.538, -4.127], [2.201, -1.445, -4.751], [3.153, 0.128, -1.907], [3.353, -1.162, -1.838], [3.529, -2.289, -1.656], [4.692, 1.098, -3.955], [4.629, 1.365, -5.509], [2.922, 0.034, 3.629], [2.183, -1.618, 3.866], [3.899, -1.415, 3.385], [3.148, -0.280, 1.277], [2.911, -2.027, 1.362], [0.566, -0.652, 2.446], [0.596, -1.787, 1.015], [0.700, 1.248, 1.171], [1.766, 0.573, -0.049], [-0.848, -0.686, -0.361], [-1.013, 1.118, -0.292], [-0.808, 0.405, -2.572], [0.701, -0.451, -2.239], [1.281, 2.185, -1.294], [0.084, 2.512, -2.531], [3.115, 3.302, -4.462], [1.536, 3.813, -3.918], [4.135, 2.293, -1.497], [4.892, 3.534, 0.457], [5.436, 6.341, 1.091], [4.195, 5.478, 2.018], [3.748, 7.013, 1.299], [2.819, 6.993, -0.969], [2.021, 5.767, -2.912], [5.561, 0.001, -3.688], [5.227, 2.266, -3.364], [3.680, 1.272, -5.865], [-2.955, -4.373, 2.648], [-3.221, -3.055, 3.349], [-2.692, -3.048, 4.692], [-1.114, -2.912, 4.872], [-1.109, -2.622, 6.610], [-0.673, -1.731, 4.192], [-0.501, -4.180, 4.627], [-1.888, -4.523, 2.481], [-3.452, -4.398, 1.681], [-3.309, -5.208, 3.253], [-2.823, -2.214, 2.777], [-4.297, -2.907, 3.439], [-1.602, -1.674, 6.813], [-0.070, -2.584, 6.931], [-1.622, -3.443, 7.105], [-7.671, -4.063, -1.564], [-6.584, -3.032, -1.800], [-6.602, -1.986, -0.809], [-6.059, -2.324, 0.652], [-6.007, -0.671, 1.259], [-4.719, -2.824, 0.545], [-7.067, -3.033, 1.376], [-7.499, -4.616, -0.642], [-7.700, -4.780, -2.385], [-8.645, -3.582, -1.476], [-5.598, -3.497, -1.837], [-6.748, -2.544, -2.760], [-5.267, -0.109, 0.696], [-5.726, -0.718, 2.310], [-6.995, -0.228, 1.158]]
}

=====

Number 1: strongest force on any atom 0.009 hartree/bohr. Number 2: strongest force on any atom 0.009 hartree/bohr. Number 3: strongest force on any atom 0.087 hartree/bohr. Number 4: strongest force on any atom 0.060 hartree/bohr.